46
Properties=species:S:1:pos:R:3:forces:R:3:mulliken_charge:R:1 method="wB97M-V/def2-TZVPD" multiplicity=1 total_charge=0 smiles="COCCN(CCOC)Cc1c(C)[nH]c2ccccc2c1=O" e_tot_ev=-27140.6016
C 6.25412 -0.27106 -0.09658 0.030 -0.023 -0.053 -0.715
O 5.20210 -0.07749 0.81082 -0.192 -0.011 0.188 -0.350
C 3.93229 -0.28015 0.23453 -0.138 0.076 0.094 -0.297
C 2.87847 -0.06610 1.32095 0.339 -0.039 -0.180 -0.975
N 1.53703 -0.09074 0.77622 0.101 0.055 0.096 0.743
C 1.10493 -1.41836 0.35963 -0.116 0.047 -0.590 -0.998
C 0.95002 -1.51945 -1.16768 0.120 -0.264 0.179 -0.718
O -0.23823 -0.96530 -1.69170 0.120 0.206 -0.061 -0.295
C -1.38173 -1.75992 -1.49802 -0.044 -0.066 0.012 -0.732
H -1.23469 -2.76565 -1.91173 -0.017 0.018 0.006 0.386
H -1.65393 -1.85021 -0.44176 -0.009 -0.017 0.006 0.282
H -2.19578 -1.26822 -2.02830 -0.056 -0.057 0.033 0.214
H 1.75785 -0.96031 -1.64490 0.049 -0.112 0.058 0.303
H 1.02028 -2.57634 -1.46755 0.003 0.038 -0.034 0.339
H 1.83358 -2.17449 0.67430 -0.036 -0.005 0.046 0.545
H 0.15311 -1.66945 0.83448 0.031 -0.088 0.065 0.330
C 0.56609 0.56339 1.64816 -0.056 0.053 0.014 -1.845
C -0.74622 0.77250 0.94145 0.053 -0.036 0.297 0.893
C -0.83541 1.49899 -0.20425 -0.052 -0.010 0.190 0.701
N -2.03084 1.66594 -0.83367 0.235 0.221 -0.385 0.166
C -3.19487 1.11066 -0.38248 -0.356 -0.327 0.439 0.191
C -4.39799 1.30068 -1.06933 -0.052 0.028 -0.071 -0.868
C -5.55834 0.73407 -0.59362 0.128 0.088 -0.110 -0.451
C -5.54555 -0.03140 0.57054 -0.018 -0.116 0.159 -0.774
C -4.36461 -0.22601 1.24876 -0.046 0.038 -0.054 -0.579
C -3.17392 0.33995 0.78781 -0.134 0.105 -0.202 0.708
C -1.91173 0.10853 1.50572 0.121 0.114 -0.106 0.447
O -1.85606 -0.61486 2.49807 -0.078 -0.032 -0.007 -0.788
H -4.32060 -0.81640 2.15161 0.025 -0.046 0.069 0.484
H -6.46244 -0.46918 0.93457 -0.069 -0.042 0.041 0.396
H -6.48521 0.88439 -1.12734 -0.055 0.028 -0.060 0.407
H -4.40472 1.89436 -1.97303 -0.018 0.062 -0.089 0.373
H -2.04758 2.17281 -1.70761 0.022 -0.079 0.161 0.237
C 0.32269 2.14766 -0.88674 -0.048 0.018 0.046 -2.064
H 0.06388 3.15723 -1.20553 -0.028 0.077 -0.018 0.608
H 1.18854 2.17873 -0.23765 0.054 0.042 -0.012 0.310
H 0.58118 1.55729 -1.76456 0.064 -0.047 -0.076 0.296
H 0.98127 1.52845 1.95447 0.037 -0.051 0.017 0.602
H 0.36432 -0.02491 2.55716 0.048 0.156 -0.097 0.374
H 3.03266 -0.81699 2.11403 -0.024 0.053 0.013 0.257
H 3.06304 0.91698 1.75928 -0.011 -0.022 0.015 0.317
H 3.86629 -1.29652 -0.18287 -0.001 0.041 -0.022 0.335
H 3.76511 0.43521 -0.58591 -0.021 -0.063 0.045 0.352
H 7.17635 -0.09123 0.45201 0.046 -0.020 -0.091 0.262
H 6.25759 -1.29525 -0.49168 0.024 0.032 0.009 0.295
H 6.18768 0.42818 -0.94010 0.024 -0.019 0.019 0.294

---

27
Properties=species:S:1:pos:R:3:forces:R:3:mulliken_charge:R:1 method="wB97M-V/def2-TZVPD" multiplicity=1 total_charge=0 smiles="C=CC[C@H]1CCCCN=C1N" e_tot_ev=-12570.0079
C 0.58462 -1.19280 0.30602 -1.527 0.724 -2.938 0.221
C 2.10140 0.64423 0.63743 1.688 -1.909 -2.890 -0.588
C 2.21788 1.43969 -0.72089 1.414 1.176 2.043 -0.571
C 0.85328 1.63819 -1.37937 1.831 -2.527 1.191 -0.638
C 0.33424 0.23084 -1.77217 -0.955 0.888 -2.594 -1.131
C -0.47942 -0.48362 -0.71142 0.044 -0.622 1.669 -0.003
C -1.55070 0.38809 0.07700 1.375 -2.632 -1.086 -0.256
C -2.46258 -0.57179 0.72405 -4.023 -0.745 0.636 -0.652
C -2.62232 -0.80060 2.04935 3.787 1.235 0.513 -0.663
H -0.90300 -2.47663 0.77879 1.393 -0.077 -0.149 0.294
H 0.66059 -2.84177 1.47973 -0.726 0.511 -1.158 0.334
H 1.44663 1.06322 1.34620 -1.204 0.690 0.659 0.333
H 3.07734 0.56367 1.14550 -0.242 0.467 -0.391 0.325
H 2.96277 0.86426 -1.36931 -1.001 1.014 0.726 0.273
H 2.64469 2.48288 -0.39532 -0.407 -1.740 -0.930 0.294
H 0.24062 2.14951 -0.66522 -0.734 0.190 0.271 0.346
H 0.99061 2.24715 -2.21497 -0.042 0.955 -1.524 0.385
H 1.12887 -0.44893 -2.24071 -0.834 1.034 1.080 0.390
H -0.30837 0.47455 -2.68285 0.162 -0.676 1.082 0.339
H -1.13954 -1.28933 -1.18105 1.224 0.743 0.476 0.494
H -1.22029 0.92572 0.91115 1.268 1.555 0.584 0.438
H -2.02975 0.95279 -0.69807 -0.617 0.666 0.047 0.429
H -3.30200 -0.95282 0.04002 1.126 0.400 1.024 0.229
H -1.75747 -0.56221 2.82909 -1.537 0.204 -1.949 0.154
H -3.38805 -1.20876 2.64342 -1.293 -1.086 -0.381 0.341
N 0.13278 -2.42355 0.67795 -0.307 -1.041 1.583 -0.465
N 1.78719 -0.81198 0.38566 0.135 0.604 2.406 -0.651

---

61
Properties=species:S:1:pos:R:3:forces:R:3:mulliken_charge:R:1 method="wB97M-V/def2-TZVPD" multiplicity=1 total_charge=0 e_tot_ev=-56311.8818
Y -0.11808 -0.03528 -0.21046 0.512 -0.554 0.670 0.985
O -2.12655 -0.64307 -0.53638 -0.164 0.030 0.039 -0.708
C -2.75930 -0.88227 -1.65163 0.218 -0.005 -0.021 0.644
C -4.03306 -0.33557 -1.89497 -0.015 -0.092 -0.104 -0.630
C -4.68211 -0.58285 -3.08248 -0.040 0.067 0.102 -0.415
C -4.12263 -1.40639 -4.06580 0.047 -0.053 -0.048 -0.790
C -2.89305 -1.97470 -3.83358 -0.093 0.036 0.012 -0.724
C -2.18121 -1.70498 -2.65321 0.011 -0.015 -0.030 0.731
C -0.90517 -2.36269 -2.47354 0.005 -0.032 -0.095 -0.462
N 0.05108 -2.02330 -1.68733 -0.115 0.186 -0.115 0.058
C 1.16078 -2.97481 -1.57176 -0.020 0.023 -0.005 -0.855
C 1.94090 -2.73651 -0.27154 0.071 -0.010 0.048 -0.929
N 1.07959 -2.13319 0.73134 -0.172 0.206 -0.062 0.304
C 0.90478 -2.72503 1.83982 0.000 0.065 0.043 -0.353
C 0.05703 -2.26245 2.94108 0.032 -0.064 -0.013 0.577
C -0.29987 -3.22476 3.89017 -0.020 0.043 0.033 -0.841
C -1.13238 -2.92268 4.94873 0.037 -0.023 -0.059 -0.894
C -1.60709 -1.62364 5.07067 -0.040 0.030 0.052 -0.631
C -1.25257 -0.64153 4.16401 0.012 -0.044 -0.010 -0.533
C -0.41561 -0.94734 3.09282 -0.020 0.005 0.071 0.401
O -0.02358 -0.00397 2.20933 -0.018 0.046 -0.284 -0.405
H -4.46764 0.29597 -1.13238 0.016 0.010 0.016 0.472
H -5.65174 -0.13092 -3.25308 -0.003 -0.010 -0.019 0.400
H -4.65386 -1.59810 -4.98746 -0.002 -0.004 -0.006 0.405
H -2.44898 -2.63078 -4.57434 0.010 -0.004 -0.003 0.370
H -0.77473 -3.26272 -3.08735 -0.012 -0.017 0.040 0.342
H 1.83563 -2.87005 -2.42543 0.011 -0.014 0.016 0.369
H 0.76149 -3.99223 -1.58174 0.027 0.000 0.006 0.556
H 2.76001 -2.03709 -0.44719 -0.023 -0.005 -0.016 0.184
H 2.37901 -3.67621 0.08314 -0.018 0.000 -0.023 0.432
H 1.39440 -3.68915 2.02283 0.003 -0.002 -0.032 0.203
H 0.08524 -4.23114 3.77423 0.001 -0.011 -0.005 0.390
H -1.40989 -3.68250 5.66530 0.003 -0.008 0.010 0.406
H -2.26322 -1.36409 5.89161 -0.003 0.000 0.000 0.416
H -1.62116 0.36561 4.28315 0.005 0.014 -0.028 0.482
C -0.42312 4.41003 1.12148 -0.040 0.112 0.079 -1.536
C -0.20478 3.16909 0.31721 0.014 -0.129 -0.029 -0.169
N 0.35499 2.03988 1.04496 -0.070 -0.028 -0.045 0.983
N 1.67396 2.26603 1.49989 -0.086 -0.027 0.044 -0.872
C 2.75835 1.74916 0.93651 0.067 0.119 -0.137 0.694
N 3.94007 2.14706 1.45643 -0.024 -0.024 0.100 -0.483
S 2.76352 0.66780 -0.36499 -0.186 -0.054 0.001 -0.516
C -0.60554 2.95785 -0.97364 -0.143 0.240 -0.044 0.993
C -1.34963 3.93931 -1.75032 0.110 -0.034 -0.004 -1.541
C -1.69469 3.69791 -3.03525 -0.024 -0.003 -0.023 -0.181
C -1.35012 2.46993 -3.67516 0.100 0.142 0.174 -1.213
C -0.69912 1.56418 -2.89809 -0.087 -0.137 -0.241 0.193
N -0.35889 1.74138 -1.60613 0.019 0.018 0.082 0.165
H 0.51822 4.82966 1.50160 0.013 -0.033 -0.002 0.232
H -1.06363 4.23512 1.99323 -0.014 -0.035 -0.015 0.215
H -0.88657 5.20345 0.54058 0.017 -0.012 -0.031 0.484
H 1.75278 2.81461 2.34661 0.028 0.009 -0.025 0.310
H 3.99893 2.94257 2.06878 0.008 -0.002 -0.005 0.192
H 4.77863 1.81623 1.01581 -0.009 -0.001 -0.012 0.229
H -1.64032 4.86980 -1.28640 0.006 0.005 -0.003 0.170
H -2.25574 4.45177 -3.57554 0.003 -0.017 -0.029 0.408
H -1.60583 2.25281 -4.70000 -0.003 0.006 -0.018 0.423
H -0.43308 0.59012 -3.30685 -0.032 0.011 -0.027 0.375
F -0.24993 2.05787 3.43287 -0.021 0.028 0.048 -0.310
B -0.49042 1.45424 2.21120 0.105 -0.037 -0.177 1.151
F -1.81911 1.44494 1.81441 0.006 0.087 0.157 -0.354